The following is a quantum chemistry calculation of a cluster of 4 separate species, C2H13NO3S in total at a distorted geometry, from the OMol25 dataset.

## Properties
structure (SMILES) = NCCS.O.O.O
LUMO energy = 0.224 eV
maximum force = 0.0896 Eh/bohr
HOMO-LUMO gap = 9.3 eV
electronic energy = -20750.651 eV

```
! RIJCOSX wB97M-V def2-TZVPD def2/J DEFGRID3
* xyz 0 1
C 0.575 0.537 -0.909
C 0.449 -1.001 -1.390
S 0.220 -1.165 -3.245
N 1.244 0.671 0.484
H -0.405 0.826 -0.705
H 1.267 1.062 -1.601
H -0.430 -1.368 -0.988
H 1.279 -1.597 -0.852
H -1.013 -1.792 -3.160
H 0.642 1.156 1.044
H 2.184 1.178 0.731
H 0.376 3.903 1.723
H -0.863 3.885 2.607
O -0.158 3.274 2.387
H 1.918 -3.968 -0.134
H 1.251 -5.410 -0.221
O 2.025 -4.932 -0.486
H -3.032 1.994 1.024
H -3.689 1.151 2.251
O -3.840 1.596 1.437
*
```